1.
{"formula": "C2H6NOS", "method": "ωB97M-V/def2-TZVPD", "gap_ha": 0.25459, "charge": -1, "total_energy_ha": -608.0405, "homo_ev": -2.77, "symbols": ["C", "S", "H", "H", "H", "C", "N", "O", "H", "H", "H"], "xyz": [[2.30, 0.48, -0.47], [1.41, -1.10, -0.70], [3.35, 0.29, -0.32], [2.21, 1.14, -1.34], [1.89, 1.03, 0.38], [-2.16, -0.64, 0.85], [-1.50, 0.18, 0.01], [-3.38, -0.68, 0.98], [-1.51, -1.28, 1.46], [-0.54, -0.10, -0.19], [-2.06, 0.68, -0.67]]}

2.
{"formula": "C2H6NP", "method": "ωB97M-V/def2-TZVPD", "gap_ha": 0.28440, "total_energy_ha": -475.7883, "homo_ev": -7.46, "symbols": ["C", "C", "N", "P", "H", "H", "H", "H", "H", "H"], "xyz": [[-1.51, 0.97, 0.01], [-0.31, 0.16, 0.11], [0.87, 0.27, -0.10], [2.44, 0.01, -0.04], [-2.37, 0.47, 0.45], [-1.37, 1.94, 0.50], [-1.71, 1.16, -1.05], [0.35, -2.39, 0.83], [1.11, -2.25, 0.69], [2.51, -0.33, -1.40]]}

3.
{"formula": "C2H6NPS", "method": "ωB97M-V/def2-TZVPD", "gap_ha": [0.24708, 0.24717], "total_energy_ha": -873.9675, "homo_ev": [-7.78, -7.79], "symbols": ["C", "C", "N", "P", "S", "H", "H", "H", "H", "H", "H"], "xyz": [[-0.73, 0.49, 1.15], [-1.09, -0.91, -0.74], [-0.63, -0.64, 0.55], [2.61, -0.76, 0.02], [2.91, 1.15, -0.55], [-0.41, 0.42, 2.10], [2.11, 1.92, 0.34], [-1.24, 1.23, 0.51], [-1.79, -0.15, -1.11], [-0.34, -0.79, -1.55], [-1.41, -1.96, -0.72]]}

4.
{"formula": "C2H6NS", "method": "ωB97M-V/def2-TZVPD", "gap_ha": [0.16421, 0.19660], "charge": -2, "total_energy_ha": -532.5370, "multiplicity": 2, "homo_ev": [2.82, 1.74], "symbols": ["S", "H", "C", "C", "N", "H", "H", "H", "H", "H"], "xyz": [[2.93, 0.89, -2.35], [2.92, 0.03, -3.39], [-1.30, -0.12, 1.59], [0.19, -0.01, -0.33], [-0.01, 0.09, 1.00], [-2.17, -0.22, 0.90], [-1.36, -1.08, 2.17], [-1.56, 0.72, 2.27], [0.16, 0.74, -1.12], [0.20, -1.05, -0.74]]}

5.
{"formula": "C2H6NS2", "method": "ωB97M-V/def2-TZVPD", "gap_ha": 0.31112, "charge": 1, "total_energy_ha": -930.5921, "homo_ev": -14.07, "symbols": ["C", "C", "N", "S", "S", "H", "H", "H", "H", "H", "H"], "xyz": [[-1.13, -1.11, -0.28], [0.45, 1.39, 0.13], [0.78, -0.02, 0.02], [-0.73, -2.64, -0.89], [-1.42, -2.08, 1.07], [-1.57, -0.22, -0.70], [1.28, 1.98, 0.52], [0.18, 1.79, -0.85], [-0.40, 1.52, 0.81], [1.13, -0.39, 0.90], [1.42, -0.23, -0.73]]}

6.
{"formula": "C2H6O", "method": "ωB97M-V/def2-TZVPD", "gap_ha": [0.31894, 0.16150], "charge": 1, "total_energy_ha": -154.5744, "multiplicity": 2, "homo_ev": [-15.03, -15.03], "symbols": ["C", "C", "H", "H", "H", "H", "H", "H", "O"], "xyz": [[1.06, -0.35, -0.55], [1.98, -0.10, 0.38], [0.22, 0.01, -1.07], [0.62, -1.38, -0.79], [2.40, 0.80, 0.77], [2.31, -1.05, 0.82], [-2.31, 0.72, 0.73], [-3.57, 0.81, -0.11], [-2.71, 0.53, -0.17]]}

7.
{"formula": "C2H6O2", "method": "ωB97M-V/def2-TZVPD", "gap_ha": 0.43898, "total_energy_ha": -230.2660, "smiles": "O=CO.C", "homo_ev": -11.14, "symbols": ["O", "C", "O", "H", "H", "C", "H", "H", "H", "H"], "xyz": [[0.05, -1.43, -4.43], [-0.45, -2.50, -4.34], [0.25, -3.64, -4.11], [-1.48, -2.82, -4.51], [0.84, -3.54, -3.34], [0.15, 2.82, 4.11], [0.95, 2.10, 4.31], [-0.13, 2.78, 3.07], [-0.68, 2.46, 4.72], [0.49, 3.77, 4.51]]}

8.
{"formula": "C2H6O2", "method": "ωB97M-V/def2-TZVPD", "gap_ha": 0.40380, "total_energy_ha": -230.2576, "smiles": "OCCO", "homo_ev": -10.17, "symbols": ["O", "C", "C", "O", "H", "H", "H", "H", "H", "H"], "xyz": [[0.03, -1.61, 0.09], [-0.14, -0.53, -0.80], [0.20, 0.75, -0.04], [-0.43, 0.66, 1.24], [-0.36, -1.25, 0.90], [0.52, -0.68, -1.66], [-1.17, -0.49, -1.19], [1.29, 0.82, 0.06], [-0.17, 1.65, -0.54], [0.24, 0.67, 1.94]]}

9.
{"formula": "C2H6O2", "method": "ωB97M-V/def2-TZVPD", "gap_ha": 0.30077, "total_energy_ha": -230.1202, "homo_ev": -7.71, "symbols": ["O", "C", "C", "O", "H", "H", "H", "H", "H", "H"], "xyz": [[-0.07, -0.94, -1.80], [0.47, -0.26, -0.73], [0.27, 0.62, 1.57], [-0.60, 0.11, 0.19], [-0.56, -0.31, -2.35], [1.17, -0.91, -0.20], [0.94, 0.69, -0.96], [-0.34, 0.04, 2.30], [-0.17, 1.63, 1.60], [-1.11, -0.69, 0.39]]}

10.
{"formula": "C2H6O2", "method": "ωB97M-V/def2-TZVPD", "gap_ha": 0.34172, "total_energy_ha": -230.2174, "smiles": "C=CO.O", "homo_ev": -8.71, "symbols": ["C", "C", "O", "H", "H", "H", "H", "O", "H", "H"], "xyz": [[1.29, 1.14, 0.05], [0.31, 1.30, -0.83], [-0.47, 0.28, -1.39], [1.22, 0.45, 0.89], [2.28, 1.57, -0.06], [0.51, 2.02, -1.64], [-0.56, -0.40, -0.71], [-1.56, -1.84, 0.98], [-1.66, -1.77, 1.93], [-1.36, -2.76, 0.78]]}

11.
{"formula": "C2H6O2", "method": "ωB97M-V/def2-TZVPD", "gap_ha": 0.42764, "total_energy_ha": -230.2546, "smiles": "O=CO.C", "homo_ev": -10.84, "symbols": ["O", "C", "O", "H", "H", "C", "H", "H", "H", "H"], "xyz": [[-2.49, -0.69, 1.96], [-3.07, -1.08, 2.95], [-4.25, -1.57, 3.13], [-2.51, -0.84, 3.93], [-4.47, -1.67, 2.21], [3.35, 1.18, -2.77], [3.83, 1.78, -3.54], [4.13, 0.95, -2.01], [3.12, 0.22, -3.30], [2.35, 1.73, -2.56]]}

12.
{"formula": "C2H6O2", "method": "ωB97M-V/def2-TZVPD", "gap_ha": 0.37173, "total_energy_ha": -230.2304, "smiles": "C=CO.O", "homo_ev": -9.32, "symbols": ["C", "C", "O", "H", "H", "H", "H", "O", "H", "H"], "xyz": [[1.57, -1.15, -0.24], [0.96, 0.03, -0.29], [0.48, 0.65, 0.79], [1.85, -1.64, -1.15], [1.77, -1.67, 0.65], [0.57, 0.57, -1.14], [0.87, 0.15, 1.59], [-2.90, 0.75, -0.22], [-1.97, 0.74, -0.10], [-3.44, 0.15, 0.19]]}

The records above give, respectively, relative energy (zero: lowest compared OMol25 entry of this formula, charge and spin) values of 68.07, 180.71, 324.13, 183.88, 146.75, 177.48, 38.44, 60.45, 421.09, 165.99, 68.37, 131.75 kJ/mol.